{
  "formula": "C17H29BrCl2N5",
  "method": "the ωB97M-V functional and the def2-TZVPD basis",
  "gap_ev": 9.73,
  "total_charge": 1,
  "elements": ["C", "C", "Cl", "C", "Cl", "N", "C", "C", "N", "C", "N", "C", "C", "C", "Br", "H", "H", "H", "H", "H", "H", "H", "H", "H", "H", "H", "H", "H", "H", "H", "C", "C", "C", "C", "N", "H", "H", "H", "H", "H", "H", "H", "C", "C", "C", "C", "N", "H", "H", "H", "H", "H", "H", "H"],
  "coordinates": [[-2.2519, -1.8661, 3.0010], [-1.7839, -1.6526, 1.6005], [-1.9997, -2.9791, 0.5289], [-1.2219, -0.5358, 1.1438], [-0.6635, -0.3216, -0.4819], [-0.9637, 0.5874, 1.9838], [0.4476, 0.7991, 2.4460], [0.3546, 2.2380, 2.8861], [-0.4660, 2.8399, 1.7953], [-1.3974, 1.8224, 1.5841], [-2.5759, 2.1219, 1.1260], [-3.7431, 1.2609, 0.8805], [-4.5324, 1.7351, -0.3483], [-4.5146, 0.7350, -1.5031], [-3.1267, 1.1422, -2.7934], [-2.0704, -0.9883, 3.6146], [-1.7320, -2.7221, 3.4307], [-3.3171, -2.0986, 3.0057], [1.0959, 0.6883, 1.5700], [0.7397, 0.0847, 3.2103], [-0.2776, 2.2877, 3.7742], [1.2847, 2.7676, 3.0464], [0.1032, 2.9157, 0.9477], [-2.6847, 3.1088, 0.9219], [-3.3832, 0.2479, 0.7374], [-4.3543, 1.2722, 1.7824], [-4.1153, 2.6801, -0.6985], [-5.5651, 1.9365, -0.0678], [-4.2956, -0.2737, -1.1612], [-5.4546, 0.7147, -2.0418], [4.9801, 2.8941, -0.9464], [5.8704, 2.8264, 0.2860], [5.1393, 2.2723, 1.5159], [3.9998, 3.1069, 1.9026], [3.1423, 3.7992, 2.2252], [4.1386, 3.5713, -0.7890], [5.5401, 3.2578, -1.8066], [4.5850, 1.9082, -1.2010], [6.2635, 3.8160, 0.5242], [6.7285, 2.1807, 0.0966], [5.8069, 2.2117, 2.3767], [4.7712, 1.2636, 1.3141], [0.0449, -5.1359, -4.7003], [-0.3119, -5.1233, -3.2207], [-0.1080, -3.7480, -2.5770], [1.2804, -3.2859, -2.6385], [2.3695, -2.9289, -2.6814], [1.0982, -4.8969, -4.8525], [-0.1408, -6.1178, -5.1336], [-0.5501, -4.4076, -5.2548], [0.2886, -5.8588, -2.6822], [-1.3577, -5.4041, -3.0829], [-0.3859, -3.7516, -1.5219], [-0.7282, -2.9978, -3.0743]]
}


{
  "formula": "C17H29Cl2F5NO4SSi",
  "method": "the ωB97M-V functional and the def2-TZVPD basis",
  "gap_ev": 9.25,
  "total_charge": 1,
  "de_lowest_kcal_mol": 5.5,
  "elements": ["C", "C", "O", "O", "C", "C", "Si", "C", "Cl", "C", "C", "Cl", "S", "O", "O", "C", "F", "F", "C", "F", "F", "F", "H", "H", "H", "H", "H", "H", "H", "H", "H", "H", "H", "C", "C", "C", "N", "C", "C", "C", "C", "C", "H", "H", "H", "H", "H", "H", "H", "H", "H", "H", "H", "H", "H", "H", "H", "H", "H", "H"],
  "coordinates": [[2.8148, -5.1928, 1.6002], [1.4861, -5.0944, 2.2847], [1.3217, -5.4995, 3.4180], [0.4145, -4.5974, 1.5869], [0.6182, -3.4079, 0.8581], [0.3042, -2.1692, 1.7208], [1.8792, -1.3343, 2.3480], [1.9905, -1.2652, 4.2035], [2.8322, -2.6194, 4.8943], [1.4680, -0.3546, 5.0178], [1.5438, -0.3294, 6.4922], [0.5397, 0.9148, 4.3024], [2.1602, 0.6450, 1.3613], [3.1525, 1.4418, 2.0189], [0.8824, 1.2746, 1.1018], [2.7609, 0.2254, -0.3712], [2.4780, -1.0777, -0.5840], [2.0478, 0.9629, -1.2255], [4.2700, 0.4596, -0.6088], [4.9824, -0.1088, 0.3739], [4.6196, -0.1057, -1.7749], [4.5160, 1.7715, -0.6608], [3.4680, -4.4288, 1.9976], [3.2658, -6.1437, 1.8177], [2.7676, -5.0596, 0.5284], [-0.0886, -3.4277, 0.0408], [1.6022, -3.3433, 0.4095], [-0.3200, -2.4478, 2.5540], [-0.2169, -1.4523, 1.1022], [3.0307, -2.1352, 1.8957], [2.4973, -0.7048, 6.8267], [1.4236, 0.6756, 6.8579], [0.7726, -0.9557, 6.9182], [-3.6160, 2.1156, -5.1456], [-3.3392, 3.2243, -4.1272], [-2.0826, 2.9834, -3.2900], [-2.3254, 2.4469, -1.9001], [-2.8537, 3.5306, -1.0251], [-3.2406, 1.2483, -1.8823], [-2.3323, 0.0899, -2.2356], [-1.0918, 0.3954, -1.3965], [-1.0008, 1.9199, -1.3379], [-3.8485, 1.1606, -4.6719], [-4.4611, 2.3821, -5.7774], [-2.7528, 1.9649, -5.7942], [-4.2168, 3.3889, -3.4997], [-3.1891, 4.1518, -4.6797], [-1.5386, 3.9141, -3.1387], [-1.4130, 2.2863, -3.7892], [-3.8080, 3.8718, -1.4167], [-2.1356, 4.3456, -1.0095], [-2.9840, 3.1332, -0.0230], [-3.6125, 1.1519, -0.8632], [-4.0818, 1.4069, -2.5498], [-2.0964, 0.0925, -3.3008], [-2.7789, -0.8723, -1.9979], [-0.1920, -0.0504, -1.8118], [-1.2116, 0.0026, -0.3876], [-0.1895, 2.3222, -1.9363], [-0.8925, 2.2771, -0.3185]]
}


{
  "formula": "C17H29F7NO7P",
  "method": "the ωB97M-V functional and the def2-TZVPD basis",
  "smiles": "CCCCCN([PH2]=O)C(=O)OC[C@@H](C)F.CCOC(=O)C(F)(F)F.CCOC(=O)C(F)(F)F",
  "gap_ev": 10.70,
  "elements": ["C", "C", "C", "C", "C", "N", "P", "O", "C", "O", "O", "C", "C", "C", "F", "H", "H", "H", "H", "H", "H", "H", "H", "H", "H", "H", "H", "H", "H", "H", "H", "H", "H", "H", "C", "C", "O", "C", "O", "C", "F", "F", "F", "H", "H", "H", "H", "H", "C", "C", "O", "C", "O", "C", "F", "F", "F", "H", "H", "H", "H", "H"],
  "coordinates": [[3.7270, 0.2877, 0.0408], [3.1625, -1.2384, 0.0328], [3.8322, -2.1662, -1.0910], [2.8391, -3.2080, -1.7947], [2.4321, -4.4703, -0.8883], [1.9093, -4.1158, 0.4803], [2.9799, -4.9143, 1.6246], [2.4992, -4.6618, 3.0606], [0.4987, -4.5163, 0.6659], [0.2896, -5.7275, 0.9523], [-0.5894, -3.5836, 0.5831], [-0.4984, -2.9717, -0.7356], [-1.7509, -2.0643, -1.1300], [-2.2753, -1.0946, 0.0251], [-1.2998, -1.2088, -2.2282], [4.2526, 0.4500, -0.9570], [4.3667, 0.5283, 0.9524], [2.8231, 0.9808, 0.0619], [3.3936, -1.7074, 1.0643], [2.0214, -1.1707, -0.0236], [4.2171, -1.4585, -1.9212], [4.7698, -2.6891, -0.6776], [1.9399, -2.6592, -2.2565], [3.4161, -3.6440, -2.6991], [3.2839, -5.2307, -0.8796], [1.5563, -4.9879, -1.4402], [3.1684, -6.3066, 1.3087], [4.2951, -4.3106, 1.5181], [0.4606, -2.3578, -0.7867], [-0.4157, -3.8344, -1.5014], [-2.6000, -2.7004, -1.5517], [-1.4945, -0.8111, 0.8056], [-2.6081, -0.1197, -0.4986], [-3.1970, -1.5252, 0.5422], [2.5674, 7.0595, -2.3583], [1.8681, 6.4169, -1.1761], [1.4181, 5.0930, -1.5055], [2.3595, 4.1284, -1.4874], [3.5182, 4.3169, -1.2209], [1.7418, 2.7712, -1.8090], [0.9292, 2.8149, -2.8846], [0.9936, 2.3036, -0.7866], [2.6661, 1.8282, -2.0694], [1.9178, 7.0509, -3.2372], [2.8399, 8.0910, -2.1293], [3.4744, 6.5143, -2.6274], [0.9785, 6.9958, -0.9189], [2.5070, 6.3969, -0.2890], [-5.5017, -0.4410, 3.5860], [-6.6972, 0.3430, 3.0799], [-6.3193, 1.6850, 2.7329], [-5.7029, 1.8352, 1.5438], [-5.4601, 0.9307, 0.7873], [-5.3986, 3.3067, 1.2801], [-4.8358, 3.9153, 2.3446], [-6.5157, 4.0048, 0.9863], [-4.5535, 3.4849, 0.2493], [-5.0265, 0.0826, 4.4193], [-5.8068, -1.4341, 3.9196], [-4.7439, -0.5557, 2.8082], [-7.4443, 0.4222, 3.8725], [-7.1781, -0.1531, 2.2323]]
}


{
  "formula": "C17H29IN3O9P3",
  "method": "the ωB97M-V functional and the def2-TZVPD basis",
  "smiles": "CC[C@](C#N)([C@H](C#N)c1ccncc1)P(O)I.COP(=O)(OC)OC.COP(=O)(OC)OC",
  "gap_ev": 6.42,
  "elements": ["C", "C", "C", "C", "N", "C", "C", "N", "C", "C", "C", "N", "C", "C", "P", "O", "I", "H", "H", "H", "H", "H", "H", "H", "H", "H", "H", "H", "C", "O", "P", "O", "O", "C", "O", "C", "H", "H", "H", "H", "H", "H", "H", "H", "H", "C", "O", "P", "O", "O", "C", "O", "C", "H", "H", "H", "H", "H", "H", "H", "H", "H"],
  "coordinates": [[2.7764, -2.5308, -4.8080], [2.1200, -2.7229, -3.2817], [2.3199, -1.3503, -2.3467], [3.9500, -1.0493, -2.3766], [5.2268, -1.0727, -2.0644], [1.7307, -1.7038, -0.8584], [0.1511, -2.2512, -0.9045], [-1.1005, -2.6248, -0.8965], [1.8440, -0.4966, 0.2428], [0.5280, 0.1629, 1.0394], [0.8732, 1.3691, 2.0772], [2.1624, 2.0235, 2.4382], [3.3807, 1.4726, 1.7795], [3.2513, 0.2415, 0.7242], [1.4085, 0.0481, -3.2731], [0.8774, 1.3307, -2.2229], [3.2194, 1.1248, -4.6336], [2.2313, -1.6911, -5.4306], [3.9430, -2.4437, -4.7932], [2.5335, -3.5503, -5.3793], [0.9614, -2.9252, -3.4868], [2.5592, -3.6765, -2.7500], [2.3494, -2.6369, -0.4433], [-0.5654, -0.2298, 0.8794], [-0.0831, 1.8066, 2.6471], [4.4427, 1.9315, 2.0104], [4.2630, -0.1675, 0.2516], [1.6161, 1.9926, -2.0473], [-2.2685, 1.7183, -4.2316], [-2.4416, 0.8324, -5.3256], [-4.0324, 0.3061, -5.7561], [-4.4189, 1.7542, -6.0878], [-4.3915, 0.0118, -4.1748], [-3.8669, -1.1616, -3.5910], [-5.6233, -0.2201, -6.1866], [-5.9698, -0.0339, -7.5470], [-1.5230, 2.4716, -4.5073], [-3.1936, 2.2271, -3.9487], [-1.8890, 1.1540, -3.3765], [-3.4081, -0.8983, -2.6340], [-3.1146, -1.6289, -4.2255], [-4.6803, -1.8662, -3.4041], [-5.1526, -0.3627, -8.1951], [-6.2031, 1.0158, -7.7407], [-6.8590, -0.6321, -7.7649], [1.6697, 0.7919, 5.1896], [0.7228, 0.0562, 5.9471], [0.0727, 0.7384, 7.3978], [-0.5618, 1.8706, 6.5781], [1.5757, 1.2125, 7.8798], [2.4366, 0.2255, 8.4069], [-0.5775, 1.4208, 8.8486], [-1.9916, 1.4373, 8.9232], [1.4306, 0.6783, 4.1270], [1.6738, 1.8566, 5.4367], [2.6642, 0.3750, 5.3661], [3.4103, 0.3168, 7.9178], [2.0514, -0.7797, 8.2399], [2.5684, 0.3963, 9.4776], [-2.3994, 0.4723, 8.6098], [-2.3969, 2.2367, 8.2983], [-2.2834, 1.6268, 9.9600]]
}